C63H133N7O7 | ωB97M-V with the def2-TZVPD basis set

Each line ends with the Mulliken charge.
Element x y z (Å)
C1 -2.7600 3.1680 -1.0677  -2.280
C2 -1.8762 4.0825 -0.1179  2.474
C3 -2.2377 3.7438 1.3450  -1.331
C4 -0.4272 3.7567 -0.4701  0.347
C5 0.5929 4.7639 -0.0190  -1.079
C6 0.1662 6.0850 -0.6085  -0.779
C7 -1.2451 6.5628 -0.2763  1.956
C8 -1.2121 7.0753 1.1794  -1.958
C9 -1.5083 7.7824 -1.1828  -1.957
N1 -2.2149 5.4712 -0.4327  0.299
O1 -3.5015 5.8335 -0.0378  -0.546
H1 -3.8294 3.3167 -0.8948  0.629
H2 -2.6125 3.5095 -2.0939  0.437
H3 -2.5467 2.1103 -0.9171  0.226
H4 -3.1265 3.1220 1.4063  0.304
H5 -1.4069 3.1407 1.7294  -0.046
H6 -2.2206 4.6609 1.9260  0.304
H7 -0.2960 2.7521 -0.0587  -0.712
H8 -0.3446 3.6334 -1.5582  -0.310
H9 0.5023 4.6808 1.0751  0.330
H10 1.6321 4.4605 -0.1495  0.463
H11 0.4263 6.1814 -1.6662  -0.638
H12 0.7862 6.8853 -0.1849  0.742
H13 -0.8926 6.3206 1.8996  0.306
H14 -2.1706 7.4237 1.5807  0.397
H15 -0.6187 7.9824 1.3229  0.494
H16 -0.8448 8.6319 -1.0068  0.365
H17 -2.4849 8.1833 -0.9027  0.425
H18 -1.3810 7.5104 -2.2305  0.382
H19 -4.1002 5.5633 -0.7428  0.375
C10 -1.8728 -5.2220 4.0514  -1.334
C11 -1.5228 -5.3128 5.5876  2.055
C12 -2.6281 -5.9920 6.4048  -1.935
C13 -0.2726 -6.2074 5.7748  -1.905
C14 1.0346 -5.4946 5.4783  0.558
C15 1.0364 -4.2364 6.3937  -1.649
C16 -0.0891 -3.2492 6.0850  1.989
C17 -0.0242 -2.2497 7.2202  -2.136
C18 0.1876 -2.6169 4.6802  -1.260
N2 -1.3836 -3.9536 6.1000  0.129
O2 -2.4962 -3.1437 5.9628  -0.233
H20 -2.4477 -4.3466 3.7395  -0.084
H21 -1.0280 -5.4465 3.4075  0.225
H22 -2.6956 -5.9375 3.9264  0.625
H23 -3.5925 -5.6316 6.0265  0.378
H24 -2.6958 -7.0673 6.5761  0.340
H25 -2.7240 -5.6238 7.4324  0.423
H26 -0.2329 -6.4616 6.8383  0.470
H27 -0.3663 -7.1743 5.2784  0.477
H28 1.9031 -6.0947 5.7658  0.482
H29 1.2676 -5.2467 4.4411  -0.467
H30 2.0141 -3.7979 6.1771  0.507
H31 1.0573 -4.6152 7.4144  0.346
H32 -0.8470 -1.5255 7.2228  0.201
H33 0.9011 -1.6735 7.2031  0.377
H34 -0.1828 -2.7178 8.1931  0.493
H35 -0.4693 -1.8020 4.3708  -0.233
H36 0.2788 -3.4304 3.9677  0.548
H37 1.1390 -2.0863 4.7910  0.420
H38 -2.4134 -2.6744 5.1121  -0.111
C19 6.6661 -8.2350 0.8436  -1.908
C20 5.7012 -7.0273 0.9636  1.340
C21 5.6399 -6.3829 -0.4766  -1.614
C22 4.3416 -7.6420 1.2556  -1.246
C23 3.3119 -6.6100 1.6574  -0.954
C24 3.8171 -5.8513 2.8562  -0.323
C25 5.1913 -5.1571 2.6534  2.220
C26 5.0192 -3.8435 1.9030  -1.637
C27 5.8037 -4.8740 4.0467  -2.107
N3 6.1241 -6.1029 2.0013  0.247
O3 7.3627 -5.4868 1.6890  -0.511
H39 6.2272 -9.0147 0.2327  0.362
H40 7.6846 -7.9362 0.5954  0.338
H41 6.7652 -8.5114 1.9013  0.534
H42 4.9579 -5.5399 -0.3853  0.362
H43 6.6561 -6.1266 -0.7623  0.330
H44 5.1710 -7.0460 -1.2030  0.411
H45 3.9139 -8.1372 0.3816  0.527
H46 4.3892 -8.3471 2.0910  0.309
H47 3.0026 -5.9078 0.8719  0.366
H48 2.3808 -7.1742 1.7830  0.428
H49 3.7832 -6.5702 3.6792  0.407
H50 3.0171 -5.1237 3.0255  -0.392
H51 5.8900 -3.1963 1.8045  0.439
H52 4.1196 -3.3004 2.1827  0.199
H53 4.8924 -4.1386 0.8574  0.194
H54 6.8223 -4.4776 4.0780  0.450
H55 5.9020 -5.8049 4.6106  0.465
H56 5.2161 -4.1292 4.5878  0.304
H57 7.9103 -5.8259 2.4053  0.374
C28 -3.4278 -2.8771 -8.0816  -2.074
C29 -2.0964 -2.2062 -7.6427  1.696
C30 -0.9373 -3.1786 -7.9070  -1.738
C31 -1.9894 -0.9860 -8.5759  -1.410
C32 -1.0411 0.1317 -8.0906  -1.058
C33 -1.4163 0.4049 -6.6480  -0.750
C34 -1.4157 -0.7337 -5.6659  2.368
C35 0.0315 -1.2623 -5.4529  -1.355
C36 -1.9779 -0.1802 -4.3312  -2.173
N4 -2.2694 -1.7931 -6.2199  0.256
O4 -2.3438 -2.8767 -5.3279  -0.485
H58 -3.4081 -3.8977 -7.6947  0.489
H59 -4.2715 -2.2501 -7.7979  0.451
H60 -3.4896 -2.9751 -9.1674  0.412
H61 -0.9698 -3.8067 -8.7984  0.435
H62 -0.0516 -2.5658 -8.1034  0.346
H63 -0.7874 -3.8048 -7.0277  0.337
H64 -1.7478 -1.3896 -9.5614  0.475
H65 -2.9724 -0.5184 -8.6854  0.443
H66 -0.0138 -0.2226 -8.2239  0.300
H67 -1.0486 1.0263 -8.7137  0.557
H68 -2.2627 1.0886 -6.5488  0.548
H69 -0.5989 1.0729 -6.3385  -0.276
H70 0.4552 -0.6075 -4.6779  0.045
H71 0.7777 -1.1974 -6.2427  0.268
H72 0.0031 -2.2414 -4.9756  0.446
H73 -1.6894 -0.7222 -3.4292  0.458
H74 -3.0681 -0.1810 -4.3079  0.443
H75 -1.6154 0.8396 -4.1897  0.302
H76 -3.2814 -3.0883 -5.2697  0.345
C37 1.5003 0.9917 2.8345  -1.869
C38 1.4902 -0.0023 1.6362  2.551
C39 2.4389 -1.1774 1.9336  -1.981
C40 -0.0138 -0.4359 1.5629  0.436
C41 -0.3784 -1.0781 0.2122  -1.649
C42 0.1865 -0.1669 -0.8996  -0.298
C43 1.5859 0.3548 -0.9049  1.826
C44 2.4222 -0.9569 -1.2115  -1.543
C45 1.9199 1.3030 -2.0694  -1.482
N5 1.8689 0.7966 0.4634  1.292
O5 3.1604 1.3396 0.5543  -0.584
H77 1.1648 2.0041 2.6243  0.086
H78 0.9525 0.6067 3.6995  0.246
H79 2.5211 1.0392 3.2283  0.486
H80 3.4923 -0.8997 1.8710  0.477
H81 2.3239 -1.5469 2.9551  0.415
H82 2.2398 -2.0227 1.2760  0.256
H83 -0.1315 -1.2612 2.2752  -0.538
H84 -0.6615 0.3368 1.9724  -0.330
H85 0.0914 -2.0637 0.1754  0.347
H86 -1.4507 -1.2192 0.0897  0.622
H87 -0.5233 0.6717 -0.8805  -0.804
H88 0.0069 -0.7157 -1.8303  0.318
H89 1.9403 -1.8627 -0.8478  0.266
H90 3.4358 -0.9285 -0.7987  0.215
H91 2.5545 -1.1207 -2.2830  0.489
H92 2.8615 1.8029 -1.8172  0.541
H93 1.3012 2.1974 -1.9420  -0.268
H94 1.9741 0.8949 -3.0701  0.352
H95 3.7785 0.6507 0.2507  0.365
C46 -7.4387 2.1238 4.3552  -1.850
C47 -5.9558 1.8432 4.6475  1.531
C48 -5.2220 3.1492 4.2218  -1.792
C49 -5.7474 1.6697 6.1873  -1.394
C50 -4.3657 1.1104 6.4012  -0.863
C51 -4.1782 -0.2768 5.7263  -0.518
C52 -4.3744 -0.1681 4.1957  1.729
C53 -3.0974 0.3835 3.5501  -0.940
C54 -4.6999 -1.5669 3.6397  -1.672
N6 -5.5683 0.6503 3.9001  0.343
O6 -5.8281 0.7501 2.5233  -0.468
H96 -7.7950 3.1319 4.5898  0.389
H97 -7.5356 2.1463 3.2672  0.449
H98 -8.1762 1.4890 4.8472  0.360
H99 -4.1773 3.2670 4.5148  0.317
H100 -5.2559 3.1798 3.1293  0.385
H101 -5.7238 4.0415 4.5958  0.533
H102 -5.8565 2.6798 6.5926  0.385
H103 -6.5910 1.1599 6.6595  0.423
H104 -3.6759 1.8206 5.9476  0.262
H105 -4.1397 0.8727 7.4427  0.566
H106 -4.8246 -0.9808 6.2496  0.565
H107 -3.1392 -0.5005 5.9751  -0.212
H108 -2.9363 1.4004 3.9067  0.332
H109 -3.1574 0.2979 2.4645  0.499
H110 -2.1881 -0.1550 3.8330  -0.308
H111 -5.6531 -2.0355 3.8621  0.459
H112 -3.8834 -2.2731 3.8173  -0.209
H113 -4.5736 -1.3708 2.5677  0.598
H114 -6.4901 0.0633 2.3772  0.375
C55 0.7913 3.3506 -5.1276  -2.497
C56 1.1309 4.7614 -5.6073  2.452
C57 0.8261 4.8079 -7.1000  -1.887
C58 0.2806 5.7345 -4.7903  -0.249
C59 0.7172 7.1876 -4.9291  -0.891
C60 2.1810 7.2970 -4.5134  -1.177
C61 3.1338 6.3983 -5.3262  1.397
C62 3.3940 6.8848 -6.7466  -1.682
C63 4.4714 6.5755 -4.5701  -1.841
N7 2.5571 5.0546 -5.2527  0.538
O7 3.4163 4.0624 -5.7511  -0.559
H115 1.2351 2.4508 -5.5486  0.584
H116 1.1138 3.2910 -4.0785  0.324
H117 -0.2975 3.3238 -5.0561  0.375
H118 1.4468 4.1239 -7.6886  0.427
H119 -0.1612 4.4152 -7.3631  0.396
H120 0.9492 5.7828 -7.5713  0.267
H121 -0.7562 5.6463 -5.1264  0.447
H122 0.3540 5.4054 -3.7518  -0.580
H123 0.5557 7.5554 -5.9491  0.522
H124 0.1411 7.9326 -4.3742  0.393
H125 2.2222 7.0659 -3.4484  0.328
H126 2.4974 8.3291 -4.6876  0.481
H127 3.8908 7.8474 -6.8699  0.427
H128 2.4508 7.0178 -7.2833  0.254
H129 3.9784 6.1082 -7.2427  0.358
H130 5.3130 5.9995 -4.9567  0.368
H131 4.3023 6.2587 -3.5391  0.432
H132 4.7052 7.6334 -4.6595  0.405
H133 3.5175 3.4200 -5.0399  0.334

Forces on the atoms, in the same order (eV/Å):
0.1130 1.1614 0.4385
-1.5851 -0.3554 -0.4758
1.4691 -0.3374 -0.2351
-0.1045 -0.9256 -0.9473
-0.8221 -0.8142 1.2710
1.4085 1.0414 0.5964
0.2704 0.4059 0.9316
-0.5847 0.4979 0.9149
-0.6075 -0.2150 0.3759
1.1240 0.2301 -2.1817
-0.3673 0.1660 0.8425
0.0390 -0.0632 0.3777
0.3491 -0.3835 -0.0915
0.1461 -0.0120 -0.1548
-0.2808 0.4324 0.3015
-0.1410 -0.1388 0.2161
-0.6630 -0.1633 0.2381
0.4549 0.0888 0.0311
-0.1763 0.0938 -0.0352
0.0514 0.9102 0.0920
-0.0550 0.0993 -0.7185
-0.4839 -0.5543 -0.1997
0.1117 -0.0752 0.0595
0.3101 -0.0222 -0.1670
-0.3482 -0.3775 -0.5246
0.5019 -0.2776 -0.3261
0.4203 -0.3788 0.3094
-0.2459 -0.1647 -0.6456
-0.5319 -0.0018 -0.0779
0.2571 0.0802 -0.1883
-1.4342 -1.1666 0.9388
-0.2595 -0.2412 -1.2266
-2.0010 0.9439 0.6042
0.4116 0.5899 0.3635
0.1440 0.3662 0.7887
0.8593 -1.2980 -1.6865
-0.4372 -0.1131 -0.4106
-1.0520 1.0891 0.3612
0.7456 0.3384 1.4113
2.0189 -0.6247 2.0001
0.0123 0.1775 -0.4130
0.7195 0.5613 0.2356
-0.0607 0.1083 -0.1403
0.5777 -0.5856 -0.4818
-0.0607 -0.4262 -0.2515
0.5322 -0.1649 -0.9601
0.8339 0.3411 -0.0490
-0.0006 0.0220 0.0761
-0.3716 0.2093 -0.3684
-0.1718 -0.2129 0.1445
-0.5840 0.0686 -0.1374
-0.1550 0.6201 0.3899
-0.3294 0.3575 0.1754
0.0582 0.0589 -0.5240
0.1116 -0.1653 0.0598
0.4605 -0.3696 -0.1027
-0.5508 -0.4323 0.0072
-0.1076 0.3130 -0.3964
0.1875 -0.2557 -0.2891
-0.0801 -0.1405 0.0253
0.2160 1.2607 1.9949
0.2859 -0.6999 -2.7483
-0.4837 -0.0311 1.3447
-0.7315 0.7483 0.1847
-0.2689 -0.1108 -0.8412
-0.9526 -0.0060 -0.0784
0.7075 0.0333 1.0167
-0.1570 -0.4200 -1.7484
0.0674 -0.1253 0.2996
-0.7110 -0.7962 0.6350
-0.2732 -0.1263 0.0382
0.2506 -0.0893 -0.0966
-0.1532 -0.0579 -0.6833
-0.0742 -0.8233 -0.1932
0.3560 0.3462 -0.4752
-0.1680 0.3715 -0.2483
0.2972 -0.2747 0.0368
0.6304 -0.3505 -0.0663
0.2175 -0.1473 -0.1159
0.6071 -0.0627 -0.2720
-0.0347 0.2558 0.8096
0.5210 0.2925 0.2771
0.5068 0.3896 0.5876
0.1058 -0.0407 0.7841
0.1803 0.1190 0.3026
-0.4310 0.2462 -0.0372
-0.0547 0.1803 -0.7404
-0.4767 0.0162 0.1062
-0.2407 -0.2317 0.0986
0.2669 0.1512 -0.1700
0.7883 -0.2190 0.0618
-1.0144 -0.3373 -0.6771
0.8315 0.6790 0.3419
0.0253 0.9154 0.0017
-0.3867 -1.7477 -0.5155
1.7583 2.2073 -0.2056
0.4492 -1.1072 -0.2851
0.1167 0.9565 1.6090
-0.0383 -0.3774 0.0761
-0.8938 1.1317 -0.7913
0.4245 -0.5253 -0.0602
-0.6685 0.0659 0.2422
-0.1047 -0.3198 0.4105
0.3071 0.0305 -0.0445
-0.7819 0.0069 0.0230
0.2433 -0.1907 0.4512
0.1589 -0.0557 -0.1010
0.1858 0.1225 -0.0266
-0.1447 -0.1539 0.1269
0.0985 -0.0523 0.5344
-0.5198 0.0591 0.0705
-0.5204 -0.5638 -0.2027
-0.0762 -0.0485 0.5011
0.0943 -0.0250 0.0309
-0.5399 -0.2857 -0.5044
0.0368 -0.1595 -0.3340
0.2567 -0.3141 -0.2566
-0.0323 0.1495 -0.3674
-0.0311 0.0423 -0.0694
-0.0217 0.1636 0.0043
1.3086 -0.6920 0.7019
-0.8496 0.9316 0.9870
-0.2698 -0.1568 0.1160
0.6498 -1.5898 -0.1319
1.5272 1.0701 0.3688
-2.9482 0.1116 -0.8242
1.4184 -3.6581 0.0957
0.4719 0.0373 -0.2324
0.0491 2.0491 2.3987
-0.6083 1.4041 -1.1088
0.1808 -0.2452 0.2208
-0.1237 -0.1250 -0.3786
-0.3486 -0.1743 -0.2546
0.0711 0.3851 -0.1944
-0.0419 0.1315 -0.2624
-0.2712 0.1530 0.0157
0.1358 -0.0040 -0.0640
0.2128 0.2498 0.3067
-0.0800 0.3580 -0.7096
-0.0759 -0.0771 0.0028
-0.0167 0.1021 -0.0923
0.1800 0.1934 -0.3696
0.1048 0.3544 -0.2384
0.0426 0.0843 0.2208
-0.0094 -0.0167 0.0330
-0.0909 0.1791 -0.0397
0.4351 -0.5947 -0.2658
-0.6123 -0.2591 -0.7291
-0.4193 -0.2378 0.1004
-0.0279 0.0634 0.1512
-0.3871 0.6343 -0.6093
-0.4309 1.3728 0.8149
0.1312 -0.1753 -0.7192
-0.4120 0.4279 -0.9445
-0.2930 -1.2527 0.2043
-0.0136 1.9412 0.0798
-0.5701 -0.8570 0.9218
0.0897 -0.2099 0.1590
1.6155 0.5214 -1.4772
-0.2588 -0.6914 1.4914
0.3406 0.1047 -0.2040
0.6217 0.1040 0.5066
-0.3591 -0.5347 0.0517
0.3231 -0.5686 -0.2520
0.0256 -0.4078 0.0592
0.0878 0.2069 0.0019
-0.1920 -0.1308 0.0477
0.3068 0.0682 0.0156
0.2978 -0.7128 -0.1872
0.3610 -0.0397 0.4644
0.1065 0.8193 0.1552
-0.1191 -0.2166 -0.4163
-0.0402 -0.6039 -0.3756
-0.0365 0.1638 -0.4559
-0.0919 0.4972 -0.0281
-0.1959 -0.2961 0.1801
-0.0978 0.3502 0.2825
-0.1298 -0.0178 0.4134
-0.6688 -0.6253 -0.1938
-0.0043 0.1582 -0.0900
-0.0395 0.3450 1.9118
1.0655 -0.1021 -0.6330
0.0642 -0.2036 -1.1585
-0.4966 0.3821 -0.2231
0.3792 0.1640 -0.3758
-0.6579 0.5323 -1.0334
0.3072 0.6144 0.5808
-0.8837 -0.1540 -0.7481
-0.4378 -1.0590 -0.0030
-0.4555 -0.2757 1.1509
0.3361 -0.0861 -0.7768
-0.1390 0.3597 -0.8709
-0.0480 0.1096 0.0495
-0.0404 -0.5291 -0.3658
0.4901 0.0941 0.4091
-0.2856 0.3507 0.4953
-0.2067 0.0368 0.2002
-0.0511 -0.2086 0.1675
-0.1443 0.1424 0.0940
0.2786 -0.3460 -0.2031
-0.2352 -0.5075 0.4912
0.3382 -0.0541 0.0064
0.1511 0.0153 0.2981
0.2862 -0.0660 0.5230
0.1207 -0.1919 -0.0897
-0.0034 0.1325 -0.1884
-0.1551 -0.0496 -0.2473
0.2585 0.2734 0.1210
0.1600 0.0231 0.3557
-0.0084 0.2212 0.1247

Summary:
- max |F| (eV/Å) = 3.9
- orbital gap (eV) = 8.27
- total charge = 0
- calculated total energy (Ha) = -3389.7539